1.
{
  "formula": "C7H21ClHfN4O3P",
  "method": "the ωB97M-V functional and the def2-TZVPD basis",
  "total_energy_ha": -1572.2669,
  "de_lowest_kj_mol": 0.0,
  "lumo_ev": -15.720,
  "charge": 3,
  "gap_ev": 2.24,
  "max_force_ev_per_a": 6.3,
  "homo_energy_ha": -0.660,
  "elements": ["Hf", "Cl", "O", "P", "N", "C", "C", "N", "C", "C", "N", "C", "C", "H", "H", "H", "H", "H", "H", "H", "H", "H", "H", "H", "H", "H", "H", "H", "H", "H", "H", "C", "N", "O", "O", "H", "H", "H"],
  "coordinates": [[3.13531, 1.31701, -2.10839], [2.74998, 2.48699, 0.11834], [1.19617, 0.20864, -1.55938], [-0.16425, -0.33816, -1.19501], [-0.21837, -1.01800, 0.31625], [0.60229, -0.44156, 1.36920], [-1.37966, -1.76012, 0.76784], [-0.69273, -1.48465, -2.22276], [-0.05611, -2.81797, -2.10903], [-1.12694, -1.07613, -3.57537], [-1.30388, 0.87560, -1.23497], [-0.99633, 2.24868, -0.89756], [-2.70877, 0.52589, -1.16198], [-0.00488, 0.01526, 2.14924], [1.33325, 0.26600, 0.96819], [1.25084, -1.23657, 1.76676], [-2.28531, -1.14465, 0.88189], [-1.18689, -2.18972, 1.75132], [-1.65442, -2.58597, 0.10985], [0.97061, -2.78136, -2.47672], [-0.10514, -3.23746, -1.10530], [-0.65181, -3.51301, -2.69937], [-1.31447, -1.98411, -4.14324], [-2.02597, -0.47205, -3.52084], [-0.32635, -0.54865, -4.10823], [-0.00360, 2.53124, -1.25884], [-1.72362, 2.92470, -1.34855], [-0.97908, 2.43447, 0.18532], [-2.86900, -0.53520, -1.33536], [-3.23598, 1.03612, -1.98649], [-3.18610, 0.91961, -0.25941], [2.28664, 2.06888, 4.06165], [3.23386, 1.03462, 4.53427], [3.13856, 0.66394, 5.67015], [4.06657, 0.62861, 3.73362], [2.25511, 2.14180, 2.97948], [2.66325, 3.01061, 4.45756], [1.31724, 1.82664, 4.48589]],
  "forces_ev_per_angstrom": [[-3.941, 0.185, 4.901], [1.038, -1.603, -3.636], [4.033, 2.203, -0.984], [-2.343, -1.743, -0.794], [0.373, 0.823, -0.176], [0.865, -0.092, -0.143], [-0.712, -0.806, 0.352], [0.282, 0.381, 0.848], [-0.366, -0.333, -0.280], [0.433, -0.154, -0.052], [0.539, 0.174, 0.367], [0.538, 0.494, -0.108], [-0.657, 0.175, -0.681], [-0.010, -0.128, 0.101], [-0.319, 0.164, -0.054], [-0.349, -0.029, 0.320], [0.256, 0.217, -0.062], [0.230, 0.098, -0.028], [0.154, 0.190, -0.168], [-0.018, -0.241, 0.033], [0.275, 0.351, 0.096], [0.166, 0.079, -0.228], [-0.223, 0.034, 0.023], [-0.022, 0.012, -0.165], [-0.156, 0.104, 0.015], [0.000, -0.114, -0.088], [-0.150, -0.145, 0.050], [-0.168, -0.140, -0.008], [0.006, -0.010, 0.302], [0.144, 0.019, 0.036], [0.179, -0.229, 0.164], [-0.199, 0.473, 0.324], [0.188, -0.279, -0.313], [-0.038, 0.033, 0.055], [-0.064, -0.014, -0.231], [0.217, -0.322, -0.002], [-0.170, 0.026, 0.116], [-0.009, 0.146, 0.100]],
  "lowdin_charge": [1.81, 0.06, -0.49, 0.58, -0.20, -0.04, -0.03, -0.29, -0.04, -0.03, -0.20, -0.04, -0.05, 0.12, 0.03, 0.14, 0.11, 0.13, 0.10, 0.10, 0.08, 0.11, 0.11, 0.08, 0.10, 0.05, 0.12, 0.13, 0.09, 0.14, 0.13, 0.04, -0.44, 0.15, 0.07, 0.03, 0.12, 0.11]
}

2.
{
  "formula": "C7H21ClHfOP2",
  "method": "the ωB97M-V functional and the def2-TZVPD basis",
  "total_energy_ha": -1544.7782,
  "lumo_ev": -9.918,
  "charge": 2,
  "gap_ev": 7.08,
  "max_force_ev_per_a": 8.2,
  "homo_energy_ha": -0.625,
  "elements": ["Hf", "H", "H", "P", "P", "C", "H", "H", "H", "C", "H", "H", "H", "C", "H", "H", "H", "C", "H", "H", "H", "C", "H", "H", "H", "C", "H", "H", "H", "C", "O", "H", "Cl"],
  "coordinates": [[-0.26709, -1.16891, 0.88611], [3.65079, 1.86383, 0.21325], [3.95950, 1.18589, 0.16176], [-0.31266, 1.51612, 1.20380], [0.35113, -2.00175, -1.51949], [-0.72770, -3.45980, -1.07712], [-0.76361, -4.33435, -1.71276], [-0.36996, -3.75725, -0.09473], [-1.74027, -3.09455, -0.94168], [-0.13640, -1.48493, -3.12994], [0.51003, -0.65250, -3.38271], [-0.19653, -2.18054, -3.94471], [-1.13294, -1.08488, -2.89741], [2.14903, -2.32487, -1.49906], [2.43468, -2.42759, -0.45596], [2.58066, -3.14612, -2.06967], [2.66241, -1.40671, -1.79649], [-1.13804, 2.50967, -0.13048], [-1.40898, 3.49731, 0.29096], [-0.47449, 2.61961, -0.99500], [-2.03439, 1.94244, -0.39696], [-1.46407, 2.25506, 2.45080], [-1.11290, 1.99991, 3.45821], [-1.46951, 3.33927, 2.31294], [-2.46591, 1.84024, 2.28738], [0.91354, 2.84826, 1.59286], [1.60828, 3.00817, 0.75581], [0.36852, 3.78450, 1.80324], [1.46763, 2.54445, 2.49696], [-2.32851, -1.14736, 1.84284], [-3.37872, -0.77643, 2.20312], [-1.12474, 0.02548, -0.06206], [1.39122, -2.33168, 2.14622]],
  "forces_ev_per_angstrom": [[3.038, -0.559, 0.802], [0.071, -0.155, -0.026], [-0.065, 0.122, 0.019], [-0.398, 3.843, 0.201], [0.708, -1.606, -0.185], [0.858, 0.972, 0.579], [0.224, -0.086, -0.305], [0.109, -0.664, 0.353], [-0.484, 0.176, -0.219], [-0.917, 1.523, 0.535], [0.003, 0.237, -0.320], [0.185, -0.682, -0.058], [-0.007, 0.121, -0.703], [0.133, 0.122, 0.564], [0.123, -0.373, 0.115], [-0.462, -0.100, -0.148], [-0.257, 0.105, -0.285], [0.112, -0.828, -0.423], [0.292, -0.648, -0.386], [-0.294, 0.028, 0.039], [-0.006, 0.412, -0.280], [-0.648, -1.696, 0.950], [-0.275, 0.160, -0.087], [-0.027, -0.450, -0.001], [0.046, 0.298, 0.291], [1.428, -0.701, 0.273], [-0.121, -0.091, 0.381], [0.240, -0.604, -0.240], [0.029, 0.349, -0.379], [-7.505, 2.533, 2.195], [5.891, -2.344, -1.812], [-1.429, 0.034, -1.068], [-0.595, 0.552, -0.370]],
  "lowdin_charge": [0.91, 0.01, 0.03, 0.72, 0.73, -0.23, 0.08, 0.01, 0.05, -0.23, 0.06, 0.08, 0.06, -0.23, -0.01, 0.08, 0.06, -0.26, 0.07, 0.06, 0.04, -0.25, 0.07, 0.06, 0.04, -0.26, 0.03, 0.06, 0.06, -0.02, 0.20, -0.14, 0.04]
}

3.
{
  "formula": "C7H21ClHgO8P",
  "method": "the ωB97M-V functional and the def2-TZVPD basis",
  "total_energy_ha": -1835.7270,
  "de_lowest_kj_mol": 313.2,
  "lumo_ev": -10.607,
  "charge": 1,
  "gap_ev": 1.54,
  "max_force_ev_per_a": 2.7,
  "homo_energy_ha": -0.446,
  "elements": ["Hg", "Cl", "C", "O", "P", "O", "O", "C", "O", "C", "H", "H", "H", "H", "H", "H", "H", "H", "H", "C", "C", "O", "O", "H", "H", "H", "H", "H", "H", "C", "C", "O", "O", "H", "H", "H", "H", "H", "H"],
  "coordinates": [[5.01986, 3.53298, 3.35497], [1.53751, 3.03630, 1.09175], [-0.76862, -3.56739, 2.54291], [-1.33624, -4.03074, 3.74338], [-2.25553, -5.37995, 3.81196], [-2.65589, -5.81124, 5.19289], [-1.32506, -6.41900, 3.05982], [-0.37082, -7.15572, 3.81413], [-3.44013, -5.09620, 2.76152], [-4.76047, -4.98362, 3.22885], [-1.55009, -3.46852, 1.78950], [-0.06414, -4.27867, 2.11176], [-0.17356, -2.68301, 2.77072], [-0.08732, -8.00625, 3.19420], [-0.79798, -7.47422, 4.76502], [0.45426, -6.50141, 4.09565], [-5.00198, -5.23920, 4.26057], [-5.45318, -5.46722, 2.54009], [-5.05529, -3.93701, 3.15278], [1.63392, 8.12999, -1.59285], [3.03994, 7.91093, -2.07876], [3.20055, 8.39010, -3.39237], [0.67389, 7.19978, -1.99208], [1.36057, 9.13330, -1.91954], [1.66359, 8.23064, -0.50791], [3.20623, 6.83418, -2.11133], [3.79695, 8.36703, -1.44078], [2.52249, 7.98661, -3.93921], [0.87466, 6.41709, -1.47373], [-0.02729, 0.12927, -3.60496], [0.55645, 1.03976, -4.80260], [1.42956, 0.21252, -5.62981], [1.07657, -0.40693, -2.84461], [-0.58321, -0.72844, -3.98358], [-0.71125, 0.66339, -2.94540], [1.08854, 1.84076, -4.28940], [-0.20331, 1.61756, -5.32893], [2.02673, -0.32365, -5.10301], [1.45910, 0.28619, -2.30162]],
  "forces_ev_per_angstrom": [[-0.570, -0.091, -0.360], [0.583, 0.103, 0.317], [0.307, -0.547, -0.689], [-1.044, -1.028, 1.163], [0.167, 0.154, 1.480], [0.591, 1.199, -2.319], [-0.879, 0.194, -0.572], [0.071, -0.047, 0.609], [1.600, -0.767, 0.826], [-1.994, 1.295, -0.243], [0.052, 0.690, -0.025], [0.087, -0.348, 0.194], [-0.547, 0.232, -0.115], [0.204, 0.194, 0.210], [-0.194, -0.271, -0.163], [0.321, -0.128, -0.377], [0.748, -0.583, -0.066], [0.336, -0.516, 0.074], [0.173, 0.276, 0.008], [-0.348, 1.618, 0.974], [0.476, -0.751, -0.991], [0.295, 0.336, 0.232], [0.331, -0.040, -0.194], [-0.382, -0.134, -0.332], [0.040, -0.326, 0.402], [0.214, -0.402, 0.353], [-0.193, 0.182, -0.110], [-0.131, -0.104, -0.242], [-0.310, -0.402, -0.070], [0.916, 0.023, -0.388], [0.794, -1.647, 1.295], [-1.845, 1.716, 0.097], [-0.764, 0.144, -0.736], [0.283, 0.026, -0.243], [0.082, 0.490, -0.117], [0.695, -0.067, 0.143], [-0.086, -0.947, -0.710], [-0.063, 0.097, 0.594], [-0.016, 0.179, 0.089]],
  "lowdin_charge": [0.64, -0.09, -0.13, -0.23, 0.45, -0.24, -0.23, -0.09, -0.20, -0.12, 0.09, 0.08, 0.09, 0.10, 0.08, 0.09, 0.09, 0.09, 0.09, -0.26, -0.23, 0.00, 0.00, 0.14, 0.13, 0.12, 0.13, 0.10, 0.09, -0.17, -0.16, -0.02, -0.05, 0.12, 0.12, 0.10, 0.12, 0.09, 0.09]
}